2 unconnected molecules or ions with the total composition C4H11NO, computed with ωB97M-V/def2-TZVPD.

CARTESIAN COORDINATES (ANGSTROEM)
C -0.353 -0.752 -2.086
C -0.629 0.742 -2.144
O -0.970 -1.282 -0.925
H -0.797 -2.227 -0.875
H 0.730 -0.933 -2.052
H -0.758 -1.245 -2.981
H -1.701 0.918 -2.152
H -0.203 1.236 -1.275
H -0.191 1.162 -3.045
N -0.383 0.500 1.458
C 0.905 0.207 1.853
C 1.389 0.358 3.081
H -0.741 -0.048 0.686
H -1.039 0.607 2.217
H 1.550 -0.103 1.040
H 2.427 0.190 3.299
H 0.763 0.670 3.899

Its net charge is 0. The value obtained for the molar mass is 89.138 Da. As for the SMILES: C=CN.CCO. The value obtained for the total energy is -288.96678 hartree.